[1]
Molecular formula: H26O13
Method: DFT, ωB97M-V with the def2-TZVPD basis set

Its HOMO energy is -6.826 eV. For the energy above the lowest of the compared OMol25 structures with the same formula, charge and spin, the calculation gives 1613.66 kJ/mol. The calculation puts the orbital gap at 5.516 eV. The charge is 0. As for the total energy: -993.1586 a.u.

```
39
H26O13 | the OMol25 dataset | ωB97M-V with the def2-TZVPD basis set
O 2.3198 -0.7184 1.9042
H 2.2205 0.0137 1.2956
H 3.1568 -1.1169 1.6657
O 2.4231 -1.2868 -0.3316
H 2.1549 -2.0788 -0.7975
H 3.1666 -0.9531 -0.8338
O 2.3248 1.1144 -0.2764
H 2.0281 1.8790 -0.7700
H 2.9207 0.6605 -0.8723
O 0.0238 1.6037 -1.1353
H -0.2471 2.4120 -1.5705
H 0.5980 1.1715 -1.7675
O -0.0503 -1.0713 2.2396
H 0.7808 -0.8618 2.6658
H -0.0278 -0.5828 1.4167
O 1.1342 -1.2128 -2.2233
H 1.3244 -0.9048 -1.3372
H 1.9362 -1.6555 -2.5008
O 0.1702 0.0280 0.5531
H 1.0676 -0.0691 0.2348
H -0.2904 0.4717 -0.1591
O -1.6767 0.1474 -1.2828
H -2.5111 0.3421 -1.7097
H -1.1267 0.9073 -1.4733
O -0.4926 1.5260 2.2285
H -0.5030 0.9784 1.4435
H -1.4026 1.8000 2.3420
O -2.5396 -0.1277 0.7626
H -2.8838 0.7449 0.9531
H -2.1689 -0.0526 -0.1168
O -2.3242 2.0278 -0.0399
H -2.6649 2.7260 -0.5991
H -1.3781 2.1721 -0.0252
O -1.5028 -1.8704 0.7800
H -0.7906 -1.8013 1.4158
H -1.9806 -1.0453 0.8643
O -1.0157 -2.0819 -1.2146
H -1.1862 -2.0790 -0.2727
H -0.9873 -1.1561 -1.4562
```



[2]
Molecular formula: C3H5N3
Method: DFT, ωB97M-V with the def2-TZVPD basis set

Its HOMO energy is -7.624 eV. For the energy above the lowest of the compared OMol25 structures with the same formula, charge and spin, the calculation gives 290.27 kJ/mol. The calculation puts the orbital gap at 8.639 eV. The charge is 0. As for the total energy: -281.4795 a.u.

```
11
C3H5N3 | the OMol25 dataset | ωB97M-V with the def2-TZVPD basis set
N -0.7943 -1.7369 -0.3254
C 0.0022 -0.6426 -0.0108
C 0.5906 0.2194 -0.8696
N 0.6499 1.4746 -0.3058
C -0.0021 1.0129 1.1493
N -0.0048 -0.2285 1.3728
H -0.7954 -2.3991 0.4346
H -1.7531 -1.4898 -0.5675
H 1.0014 -0.0575 -1.8306
H 1.5463 1.9615 -0.5536
H -0.6418 1.7263 1.6577
```



[3]
Molecular formula: C13H16N6O3S2
Method: DFT, ωB97M-V with the def2-TZVPD basis set

Its HOMO energy is -8.660 eV. As for the SMILES: CCOC(=O)c1cnc(SCC(=O)Nc2nnc(CC)s2)nc1N. For the energy above the lowest of the compared OMol25 structures with the same formula, charge and spin, the calculation gives 103.84 kJ/mol. The calculation puts the orbital gap at 8.854 eV. The charge is 0. As for the total energy: -1855.6724 a.u.

```
40
C13H16N6O3S2 | the OMol25 dataset | ωB97M-V with the def2-TZVPD basis set
C 4.3224 3.0509 0.9443
C 4.7456 1.7282 0.3340
H 5.1419 1.8609 -0.6785
H 5.5159 1.2361 0.9376
O 3.5993 0.8763 0.2703
C 3.7944 -0.3376 -0.2891
O 4.8713 -0.6817 -0.7132
C 2.5912 -1.1789 -0.3354
C 2.7212 -2.4484 -0.8958
N 1.7283 -3.3074 -1.0030
C 0.5622 -2.8960 -0.5247
N 0.2897 -1.7206 0.0119
C 1.2883 -0.8304 0.1222
N 0.9914 0.3485 0.6711
H 0.0345 0.5870 0.9059
H 1.7149 1.0450 0.7340
S -0.7347 -4.0520 -0.6295
C -2.0429 -3.0719 0.1815
C -1.5373 -2.5971 1.5218
O -0.9330 -3.2910 2.2952
N -1.8427 -1.2932 1.8858
C -2.3771 -0.2730 1.1563
N -1.8737 0.9198 1.1707
N -2.5633 1.8041 0.4629
C -3.6090 1.3386 -0.1069
C -4.5255 2.1126 -0.9746
H -5.5365 2.0641 -0.5628
C -4.5308 1.5678 -2.4033
H -4.8705 0.5343 -2.4169
H -3.5315 1.6119 -2.8295
H -5.1985 2.1600 -3.0227
H -4.1927 3.1512 -0.9645
S -3.8568 -0.3827 0.2149
H -1.3058 -0.9862 2.6916
H -2.8847 -3.7514 0.3134
H -2.3116 -2.2567 -0.4849
H 3.6825 -2.7708 -1.2722
H 3.9268 2.8955 1.9449
H 5.1809 3.7131 1.0037
H 3.5558 3.5212 0.3335
```



[4]
Molecular formula: C28H62ClN5O15
Method: DFT, ωB97M-V with the def2-TZVPD basis set

Its HOMO energy is -1.714 eV. The calculation puts the orbital gap at 4.272 eV. The charge is -2. As for the total energy: -2966.1004 a.u.

```
111
C28H62ClN5O15 | the OMol25 dataset | ωB97M-V with the def2-TZVPD basis set
C 22.2220 -22.4081 7.1352
C 20.9833 -21.6307 6.5671
O 20.8768 -20.3702 6.6538
O 20.3112 -22.3609 5.8169
H 21.8500 -23.3118 7.6178
H 22.7507 -21.7707 7.8439
H 23.0576 -22.5957 6.4609
Cl 24.5015 -22.3864 3.2910
O 25.8446 -21.8506 3.0962
O 24.0110 -22.9700 2.1010
O 24.4777 -23.3933 4.2755
O 23.7158 -21.2992 3.7143
C 22.8869 -20.1990 -0.0838
C 21.5285 -19.8946 0.4866
C 20.4721 -20.8480 -0.0414
O 19.2945 -20.9948 0.7937
C 18.1608 -21.1725 0.1374
N 21.5212 -19.7927 1.8863
H 22.9934 -19.8815 -1.1211
H 23.2281 -21.2021 0.1722
H 23.6309 -19.5028 0.3035
H 21.2765 -18.8921 0.1408
H 20.8422 -21.8669 0.0724
H 20.2552 -20.7080 -1.1004
H 17.3548 -21.2577 0.8662
H 18.0230 -21.8751 -0.6845
H 17.8915 -20.1776 -0.2173
H 22.2706 -20.4231 2.1333
H 21.9248 -18.9273 2.2154
C 24.6540 -19.8806 6.6267
C 26.1856 -19.8161 6.2854
C 26.8101 -21.1466 6.7873
O 28.2611 -20.9283 6.9689
C 28.7354 -21.7196 8.1175
N 26.5636 -19.5130 4.9620
H 24.1690 -20.7585 6.2001
H 23.9267 -19.0972 6.4137
H 24.5058 -19.9855 7.7015
H 26.5847 -18.9787 6.8576
H 26.7623 -22.1220 6.3032
H 26.4735 -21.1110 7.8235
H 28.6749 -22.7904 7.9231
H 28.3129 -21.4583 9.0877
H 29.8139 -21.6733 8.2684
H 26.3149 -20.2809 4.3549
H 25.8945 -18.8093 4.6840
C 27.7732 -19.4585 -0.0603
C 28.8697 -19.3022 1.0573
C 29.1723 -17.8309 1.2632
O 30.1271 -17.8127 2.3338
C 31.3357 -17.0915 1.9973
N 28.0427 -19.6952 2.2625
H 28.2477 -19.3625 -1.0369
H 26.9885 -18.7067 0.0239
H 27.5032 -20.5142 -0.0339
H 29.7929 -19.8398 0.8407
H 28.3146 -17.2063 1.5126
H 29.5679 -17.4170 0.3357
H 32.0327 -16.9394 2.8215
H 31.1826 -16.0755 1.6336
H 32.0677 -17.6291 1.3946
H 27.8301 -20.6002 1.8677
H 27.0993 -19.3426 2.1870
C 32.0159 -22.1141 -0.7425
C 31.5527 -23.0161 0.3567
C 29.9831 -23.0893 0.1483
O 29.2428 -23.3316 1.3048
C 27.9697 -23.8204 1.2673
N 32.1078 -24.3084 0.2617
H 33.0750 -21.8745 -0.6483
H 31.6614 -21.0836 -0.7226
H 31.7996 -22.4060 -1.7702
H 32.0109 -22.5926 1.2504
H 29.6497 -23.6311 -0.7367
H 29.5351 -22.1278 -0.1026
H 27.2639 -23.1409 0.7896
H 27.6084 -24.3388 2.1555
H 28.0102 -24.6343 0.5434
H 32.0761 -24.7326 -0.6544
H 31.6492 -24.9711 0.8705
C 20.8623 -25.0887 1.9632
C 19.9644 -23.9080 2.2985
C 18.6465 -24.2637 2.9947
O 17.6741 -23.2706 2.6260
C 16.3881 -23.8447 2.7816
N 20.7268 -22.9314 3.0881
H 21.7255 -24.8016 1.3628
H 20.3869 -25.9435 1.4820
H 21.3371 -25.4434 2.8780
H 19.7057 -23.4472 1.3452
H 18.7902 -24.3030 4.0745
H 18.4464 -25.3067 2.7493
H 16.1509 -24.1543 3.7995
H 16.1247 -24.7007 2.1603
H 15.6864 -23.0480 2.5347
H 21.6253 -23.1425 2.6779
H 20.6114 -23.2019 4.0544
C 27.6792 -25.2416 9.3305
C 27.9142 -25.3311 8.0001
C 27.0052 -24.8488 6.8649
O 27.3268 -24.9217 5.6746
C 25.7325 -24.3812 7.4265
C 25.4607 -24.2540 8.6969
C 26.4230 -24.6149 9.8829
O 26.2759 -24.4399 11.0307
O 24.2570 -23.7482 9.1302
O 29.0460 -25.8683 7.5838
H 28.4735 -25.6072 9.9643
H 24.9635 -24.0440 6.7472
H 24.3354 -23.4633 10.0436
H 29.2167 -25.5394 6.6983
```



[5]
Molecular formula: C29H40CoN4OP2S
Method: DFT, ωB97M-V with the def2-TZVPD basis set

Its HOMO energy (alpha / beta) is -10.728 / -10.956 eV. For the energy above the lowest of the compared OMol25 structures with the same formula, charge and spin, the calculation gives 0.00 kJ/mol. Its spin multiplicity is 5. The calculation puts the orbital gap (alpha / beta) at 7.677 / 7.290 eV. The charge is +1. The expectation value of S² is 6.023. As for the total energy: -3886.8340 a.u.

```
78
C29H40CoN4OP2S | the OMol25 dataset | ωB97M-V with the def2-TZVPD basis set
Co -1.1371 1.3893 -0.1514
C 0.1205 0.8357 3.2627
P -1.2699 0.5757 2.1204
C -1.2803 -1.2598 1.9249
N -1.1267 -1.9871 3.0046
C -1.2394 -3.3311 2.8897
C -1.0794 -4.1495 4.0332
C -1.2315 -5.4988 3.9185
C -1.5474 -6.0918 2.6692
C -1.6995 -5.3278 1.5514
C -1.5393 -3.9243 1.6402
N -1.6574 -3.1630 0.5278
C -1.5131 -1.8668 0.6492
P -1.5441 -0.8500 -0.8874
C -3.1725 -1.2437 -1.5880
C -0.2687 -1.5979 -2.0138
C -0.0736 -0.5804 -3.1460
C -0.6927 -2.9450 -2.5951
C 1.0318 -1.7352 -1.2155
C -2.8239 0.9498 3.0743
C -2.9372 2.4777 3.1271
C -4.0021 0.3677 2.2877
C -2.7968 0.3802 4.4913
H 0.0770 0.1289 4.0893
H 0.0939 1.8577 3.6398
H 1.0507 0.6970 2.7114
H -0.8472 -3.6737 4.9767
H -1.1155 -6.1311 4.7888
H -1.6661 -7.1656 2.6099
H -1.9365 -5.7587 0.5878
H -3.3409 -2.3191 -1.6052
H -3.2380 -0.8374 -2.5978
H -3.9333 -0.7550 -0.9795
H -1.0008 -0.4009 -3.6957
H 0.6619 -0.9685 -3.8551
H 0.2930 0.3733 -2.7619
H -1.5877 -2.8534 -3.2122
H -0.8833 -3.6771 -1.8132
H 0.1108 -3.3207 -3.2340
H 1.3191 -0.7859 -0.7538
H 1.8379 -2.0306 -1.8910
H 0.9491 -2.4975 -0.4396
H -2.9859 2.9103 2.1262
H -2.1005 2.9281 3.6655
H -3.8526 2.7498 3.6570
H -4.0353 0.7664 1.2716
H -4.9350 0.6414 2.7854
H -3.9597 -0.7235 2.2449
H -1.9876 0.8088 5.0842
H -2.6910 -0.7033 4.4972
H -3.7376 0.6350 4.9855
C 4.1015 4.1854 -2.7190
N 2.7468 3.6806 -2.5550
N 2.5315 2.6436 -1.6641
C 1.2346 2.6876 -1.2401
O 0.7596 1.7698 -0.5047
C 0.6602 3.8593 -1.7890
C 1.6261 4.4459 -2.5622
C 1.5857 5.7348 -3.3051
C 3.3475 1.4687 -1.6971
C 3.8726 0.9807 -0.5135
C 4.6494 -0.1685 -0.5433
C 4.9146 -0.8001 -1.7503
C 4.3884 -0.2956 -2.9335
C 3.5897 0.8372 -2.9091
H 4.7827 3.3473 -2.8369
H 4.4099 4.7864 -1.8613
H 4.1380 4.7891 -3.6215
H -0.3551 4.1853 -1.6391
H 0.5811 6.1470 -3.2668
H 1.8671 5.5954 -4.3490
H 2.2705 6.4609 -2.8634
H 3.6682 1.4973 0.4153
H 5.0632 -0.5612 0.3759
H 5.5347 -1.6864 -1.7711
H 4.5949 -0.7881 -3.8745
H 3.1598 1.2374 -3.8196
S -2.8014 2.6413 -0.6590
```



- Look up the charge of the fifth one.
  +1



- Number 2 is which compound?
  C3H5N3